Entry 1:
Molecular formula: C28H39Br2CrN2O4PS
Method: DFT, wB97M-V/def2-TZVPD

CARTESIAN COORDINATES (ANGSTROEM)
Br1 -3.0679 4.0487 -1.4993
Br2 0.9873 4.5500 -5.3980
Cr1 0.2685 0.9014 0.5385
S1 -1.2660 1.7912 3.1651
P1 -0.4120 -1.4201 -0.1680
O1 -1.0705 1.9952 -0.3318
O2 -0.9968 0.7747 2.0482
O3 1.3643 0.7410 3.6748
O4 1.8690 0.3454 1.5175
N1 1.1032 3.0453 1.1202
N2 1.2915 1.3092 -1.2080
C1 -0.6648 2.5913 -1.4389
C2 1.8949 3.3390 2.3475
C3 -1.8282 -1.3697 -1.4064
C4 -0.8731 4.1008 -3.3288
C5 -0.7712 -4.0385 0.8475
C6 2.0792 -3.7592 -2.5134
C7 3.3049 -3.5953 -1.8840
C8 -2.4504 -2.7249 -1.7747
C9 1.1460 2.7911 -3.1302
C10 3.0826 1.4068 -2.7688
C11 3.3932 -2.7724 -0.7723
C12 2.4823 0.9130 -1.5988
C13 -2.9690 -0.5009 -0.8401
C14 -1.3797 3.5268 -2.1431
C15 0.6137 2.2376 -1.9560
C16 2.2682 -2.1086 -0.3010
C17 0.3522 3.7477 -3.8132
C18 -1.2931 -0.6833 -2.6740
C19 2.8859 2.2005 2.5872
C20 2.0031 0.9782 2.6673
C21 2.4268 2.3379 -3.5235
C22 -2.9267 2.3050 2.8156
C23 0.1888 -2.3405 2.3803
C24 -1.5269 0.7727 4.5868
C25 0.9537 -3.1042 -2.0372
C26 -0.8413 -2.5662 1.2647
C27 1.0279 -2.2622 -0.9258
C28 -2.2379 -2.2466 1.8076
H1 -1.4702 -4.2958 0.0549
H2 -2.3532 -2.7542 2.7689
H3 3.4355 2.3544 3.5128
H4 -1.4724 4.8278 -3.8587
H5 4.3409 -2.6393 -0.2666
H6 -0.4692 -1.2180 -3.1413
H7 -0.9619 0.3328 -2.4644
H8 1.2059 3.3937 3.1881
H9 -3.5984 -0.1848 -1.6758
H10 2.8798 2.7399 -4.4198
H11 0.3042 3.6718 1.0643
H12 -2.9800 -3.1659 -0.9329
H13 0.0218 -3.2637 -2.5531
H14 -0.5812 0.2680 4.7730
H15 3.5759 2.1223 1.7463
H16 -2.8976 2.8477 1.8710
H17 1.6841 3.2586 0.3134
H18 -1.7815 1.4183 5.4271
H19 -3.5532 1.4194 2.7184
H20 1.9937 -4.4022 -3.3792
H21 -1.0243 -4.6454 1.7205
H22 -3.0248 -2.6134 1.1511
H23 0.1866 -1.3201 2.7587
H24 1.2003 -2.5795 2.0555
H25 -3.2747 2.9544 3.6186
H26 2.3609 -1.4666 0.5646
H27 -3.5973 -1.0655 -0.1546
H28 -2.1072 -0.6165 -3.3989
H29 -3.1894 -2.5424 -2.5592
H30 -2.6196 0.3977 -0.3373
H31 -2.3814 -1.1792 1.9658
H32 2.9864 0.1941 -0.9677
H33 -1.7505 -3.4636 -2.1539
H34 4.0595 1.0436 -3.0528
H35 0.2319 -4.3200 0.5285
H36 2.4087 4.2977 2.2613
H37 -2.3257 0.0643 4.3733
H38 -0.0553 -3.0184 3.2025
H39 4.1809 -4.1098 -2.2557

Forces on atoms 1 to 3 (eV/Å):
0.0 0.0 0.0
0.0 0.0 0.0
0.3 0.7 0.3

**Maximum force**: 0.0168 Eh/bohr
**<S²>**: 3.79
**2S+1**: 4
**Net charge**: +1
**LUMO (spin up / spin down)**: -3.0 / -3.3 eV
**Energy above the lowest of the compared OMol25 structures with the same formula, charge and spin**: 3.48 kcal/mol

=====

Entry 2:
Molecular formula: C6H24O6
Method: DFT, wB97M-V/def2-TZVPD

CARTESIAN COORDINATES (ANGSTROEM)
O1 -24.9276 7.3248 14.4738
O2 -25.8242 7.9799 20.0036
O3 -24.2571 4.1763 11.2797
O4 -23.3186 9.5942 15.0762
O5 -23.6670 8.5669 10.4630
O6 -23.5948 2.3181 13.2913
C1 -24.8436 8.8022 11.2129
C2 -24.7779 7.1182 20.4308
C3 -24.9198 5.1816 12.0688
C4 -22.7805 3.1763 14.0335
C5 -24.7643 6.6290 15.6865
C6 -23.9545 10.8621 14.8908
H1 -23.8377 7.3402 19.9157
H2 -22.6715 2.7788 15.0447
H3 -25.7531 5.6284 11.5221
H4 -23.6619 9.1474 9.6981
H5 -21.7785 3.2904 13.6004
H6 -24.2185 5.9682 12.3445
H7 -22.3915 9.7531 15.2681
H8 -25.4171 6.9881 16.4914
H9 -25.0395 6.0665 20.2840
H10 -23.2039 4.1868 14.1648
H11 -25.0408 9.8693 11.3505
H12 -26.1111 7.7302 19.1213
H13 -24.6837 8.3657 12.1993
H14 -25.7230 8.3193 10.7783
H15 -24.9879 5.5732 15.5189
H16 -24.6236 7.2816 21.4946
H17 -24.6376 10.7954 14.0426
H18 -23.7349 4.6193 10.6065
H19 -23.2303 11.6432 14.6534
H20 -24.3735 8.1161 14.5095
H21 -23.7329 6.6706 16.0565
H22 -24.5286 11.1536 15.7703
H23 -23.7673 2.7413 12.4389
H24 -25.2964 4.7222 12.9771

Forces on atoms 1 to 3 (eV/Å):
-0.1 0.1 -0.1
0.0 0.1 0.2
-0.3 0.1 0.2

**Maximum force**: 0.0152 Eh/bohr
**LUMO**: 0.4 eV
**Energy above the lowest of the compared OMol25 structures with the same formula, charge and spin**: 80.07 kcal/mol

=====

Please write out number 1 again, unchanged.
Molecular formula: C28H39Br2CrN2O4PS
Method: DFT, wB97M-V/def2-TZVPD

CARTESIAN COORDINATES (ANGSTROEM)
Br1 -3.0679 4.0487 -1.4993
Br2 0.9873 4.5500 -5.3980
Cr1 0.2685 0.9014 0.5385
S1 -1.2660 1.7912 3.1651
P1 -0.4120 -1.4201 -0.1680
O1 -1.0705 1.9952 -0.3318
O2 -0.9968 0.7747 2.0482
O3 1.3643 0.7410 3.6748
O4 1.8690 0.3454 1.5175
N1 1.1032 3.0453 1.1202
N2 1.2915 1.3092 -1.2080
C1 -0.6648 2.5913 -1.4389
C2 1.8949 3.3390 2.3475
C3 -1.8282 -1.3697 -1.4064
C4 -0.8731 4.1008 -3.3288
C5 -0.7712 -4.0385 0.8475
C6 2.0792 -3.7592 -2.5134
C7 3.3049 -3.5953 -1.8840
C8 -2.4504 -2.7249 -1.7747
C9 1.1460 2.7911 -3.1302
C10 3.0826 1.4068 -2.7688
C11 3.3932 -2.7724 -0.7723
C12 2.4823 0.9130 -1.5988
C13 -2.9690 -0.5009 -0.8401
C14 -1.3797 3.5268 -2.1431
C15 0.6137 2.2376 -1.9560
C16 2.2682 -2.1086 -0.3010
C17 0.3522 3.7477 -3.8132
C18 -1.2931 -0.6833 -2.6740
C19 2.8859 2.2005 2.5872
C20 2.0031 0.9782 2.6673
C21 2.4268 2.3379 -3.5235
C22 -2.9267 2.3050 2.8156
C23 0.1888 -2.3405 2.3803
C24 -1.5269 0.7727 4.5868
C25 0.9537 -3.1042 -2.0372
C26 -0.8413 -2.5662 1.2647
C27 1.0279 -2.2622 -0.9258
C28 -2.2379 -2.2466 1.8076
H1 -1.4702 -4.2958 0.0549
H2 -2.3532 -2.7542 2.7689
H3 3.4355 2.3544 3.5128
H4 -1.4724 4.8278 -3.8587
H5 4.3409 -2.6393 -0.2666
H6 -0.4692 -1.2180 -3.1413
H7 -0.9619 0.3328 -2.4644
H8 1.2059 3.3937 3.1881
H9 -3.5984 -0.1848 -1.6758
H10 2.8798 2.7399 -4.4198
H11 0.3042 3.6718 1.0643
H12 -2.9800 -3.1659 -0.9329
H13 0.0218 -3.2637 -2.5531
H14 -0.5812 0.2680 4.7730
H15 3.5759 2.1223 1.7463
H16 -2.8976 2.8477 1.8710
H17 1.6841 3.2586 0.3134
H18 -1.7815 1.4183 5.4271
H19 -3.5532 1.4194 2.7184
H20 1.9937 -4.4022 -3.3792
H21 -1.0243 -4.6454 1.7205
H22 -3.0248 -2.6134 1.1511
H23 0.1866 -1.3201 2.7587
H24 1.2003 -2.5795 2.0555
H25 -3.2747 2.9544 3.6186
H26 2.3609 -1.4666 0.5646
H27 -3.5973 -1.0655 -0.1546
H28 -2.1072 -0.6165 -3.3989
H29 -3.1894 -2.5424 -2.5592
H30 -2.6196 0.3977 -0.3373
H31 -2.3814 -1.1792 1.9658
H32 2.9864 0.1941 -0.9677
H33 -1.7505 -3.4636 -2.1539
H34 4.0595 1.0436 -3.0528
H35 0.2319 -4.3200 0.5285
H36 2.4087 4.2977 2.2613
H37 -2.3257 0.0643 4.3733
H38 -0.0553 -3.0184 3.2025
H39 4.1809 -4.1098 -2.2557

Forces on atoms 1 to 3 (eV/Å):
0.0 0.0 0.0
0.0 0.0 0.0
0.3 0.7 0.3

**Maximum force**: 0.0168 Eh/bohr
**<S²>**: 3.79
**2S+1**: 4
**Net charge**: +1
**LUMO (spin up / spin down)**: -3.0 / -3.3 eV
**Energy above the lowest of the compared OMol25 structures with the same formula, charge and spin**: 3.48 kcal/mol